# C31H32F6N2O4S6Sc

A molecular structure, C31H32F6N2O4S6Sc (ωB97M-V/def2-TZVPD, OMol25).

```
82
Properties=species:S:1:pos:R:3:forces:R:3
Sc -0.052444 -0.193232 -0.710105 0.20 0.20 -0.55
C -2.415705 4.350661 -0.094993 -0.02 0.03 0.04
C -2.903555 4.054967 1.323278 0.02 0.06 0.03
S -1.870527 2.850946 2.195893 0.14 -0.08 0.05
C -3.072133 1.658214 2.830478 -0.01 0.01 0.01
C -4.004052 0.988821 1.826604 -0.04 0.08 0.00
S -3.210847 0.130374 0.440001 0.08 -0.08 0.13
C -4.079459 0.842245 -0.968490 -0.01 -0.06 -0.07
C -3.927903 2.337923 -1.220618 -0.04 0.02 0.03
S -2.216918 2.939845 -1.203610 0.02 0.10 0.07
H -3.086315 5.088714 -0.543079 0.00 0.01 0.00
H -1.425209 4.809481 -0.060549 0.02 -0.03 0.01
H -2.907132 4.984618 1.895906 -0.02 0.00 0.00
H -3.929506 3.689722 1.313923 0.01 -0.02 0.00
H -2.455813 0.904940 3.327777 0.02 0.00 -0.02
H -3.679341 2.126523 3.609313 0.00 -0.01 0.00
H -4.618564 0.271091 2.374544 0.01 -0.01 -0.02
H -4.691131 1.724269 1.408699 -0.01 0.00 -0.03
H -3.669755 0.278211 -1.799270 -0.05 0.00 0.07
H -5.140442 0.591794 -0.898080 0.00 -0.01 0.03
H -4.369113 2.552589 -2.195420 0.02 0.00 0.08
H -4.495848 2.908501 -0.485164 0.00 0.00 0.01
F -0.675536 -4.986378 0.679660 -0.01 0.01 -0.02
C 0.158621 -3.989263 0.991194 0.00 -0.06 -0.01
F -0.373622 -3.303879 2.002982 0.02 0.10 0.10
F 1.315157 -4.527195 1.399885 0.02 0.02 0.04
S 0.454442 -2.931330 -0.523436 -0.08 -0.07 0.15
O -0.876321 -2.210836 -0.576165 -0.07 -0.25 0.04
O 1.363821 -1.849203 0.049715 -0.05 -0.07 0.29
N -0.552559 -2.998170 -3.413441 -0.05 0.12 0.08
S -1.077579 0.293758 -3.739823 0.06 0.21 0.08
O -0.764455 1.675589 -4.107066 -0.01 -0.05 -0.04
O -1.362695 0.208225 -2.201197 -0.17 0.03 -0.39
C -2.879826 0.181213 -4.274498 0.02 -0.04 -0.10
F -2.920145 0.040527 -5.607420 -0.01 0.03 0.03
F -3.576227 1.289796 -3.963269 0.03 0.00 -0.10
F -3.524238 -0.859438 -3.732938 0.00 -0.09 -0.01
S 3.781408 -0.425022 -3.524347 -0.01 0.00 0.00
C 2.940716 -1.860964 -4.019063 0.04 0.01 -0.03
C 3.433728 -2.852737 -4.851282 -0.02 -0.01 0.01
C 2.546089 -3.905329 -5.114885 -0.02 0.00 0.00
C 1.269319 -3.937433 -4.615563 0.01 -0.02 0.01
C 0.701323 -2.905819 -3.785415 0.00 -0.01 -0.02
C 1.656101 -1.863432 -3.452559 -0.04 0.01 0.03
N 1.407735 -0.764318 -2.623438 -0.04 0.13 0.26
C 2.410604 0.068473 -2.585888 0.05 0.05 -0.01
C 2.412662 1.320350 -1.815185 0.00 -0.01 -0.01
C 3.408120 2.280027 -2.016028 0.00 -0.01 0.02
C 3.383760 3.462527 -1.296448 -0.01 0.00 0.01
C 2.361894 3.691014 -0.381650 0.01 -0.01 -0.01
C 1.383091 2.723088 -0.193212 -0.04 0.03 -0.02
C 1.377888 1.511289 -0.890424 -0.14 0.07 0.06
H 4.429332 -2.813297 -5.267774 0.02 0.00 -0.01
H 2.875285 -4.721064 -5.750580 0.01 -0.01 -0.01
H 0.603908 -4.754536 -4.863370 -0.01 -0.02 -0.01
H -0.836668 -2.189664 -2.865640 0.05 -0.14 -0.06
H 4.194492 2.114973 -2.743997 0.00 -0.01 -0.01
H 4.152542 4.208459 -1.456855 0.00 0.01 0.00
H 2.333788 4.619511 0.178652 0.00 0.00 0.00
H 0.598147 2.915834 0.536029 -0.02 0.02 -0.02
C 2.745994 0.188588 1.852875 -0.02 0.00 -0.01
C 1.419598 -0.092378 2.562515 -0.01 -0.15 -0.02
C 1.073592 1.207394 3.363268 -0.14 0.10 -0.12
C 0.239941 -0.208729 1.672748 0.33 0.00 0.02
C 1.507874 -1.263127 3.553678 -0.02 0.06 -0.03
C 2.559831 -2.167934 3.495636 -0.03 -0.05 -0.01
C 2.637365 -3.226648 4.391947 0.01 -0.02 -0.03
C 1.663464 -3.400880 5.359497 -0.01 0.00 0.01
C 0.603425 -2.506560 5.423573 0.00 -0.01 0.01
C 0.529793 -1.452333 4.529645 0.01 -0.02 -0.03
H 2.665766 1.102699 1.268519 0.02 -0.04 0.03
H 3.014793 -0.612312 1.170741 0.00 -0.05 -0.04
H 3.539651 0.313046 2.593282 0.00 -0.01 0.01
H 1.102205 2.073133 2.706867 -0.01 0.04 -0.01
H 1.849535 1.299663 4.124141 -0.01 0.01 -0.01
H 0.108076 1.177963 3.861464 -0.08 0.00 0.03
H -0.588112 -0.647386 2.252932 0.06 -0.07 0.02
H 3.318110 -2.066079 2.733912 0.02 0.00 -0.01
H 3.459682 -3.926530 4.316137 0.01 0.00 0.01
H 1.721571 -4.230039 6.052450 0.00 -0.01 0.01
H -0.171384 -2.633116 6.169408 0.00 0.00 0.00
H -0.313161 -0.774997 4.592474 -0.02 0.00 0.00
```
Forces are in eV/Å.

The value obtained for the HOMO energy is -2.9 eV. The total energy comes out at -5360.08581 Ha. Its net charge is -1. For the energy above the lowest of the compared OMol25 structures with the same formula, charge and spin, the calculation gives 53.84 kcal per mole.